1.
The following is a DFT calculation (ωB97M-V/def2-TZVPD) of a cluster of 6 separate species, C4H20N4O7 in total.

Structure (ORCA input):
```
! RIJCOSX wB97M-V def2-TZVPD def2/J DEFGRID3
* xyz 0 1
N 0.26 -0.33 3.54
C 0.42 -0.14 4.84
N 1.61 0.33 5.12
O -0.38 -0.42 5.75
H -0.53 -0.83 3.17
H 0.93 -0.03 2.85
H 1.79 0.42 6.11
H 2.34 0.53 4.45
N -2.04 -0.49 -5.32
C -1.15 -0.11 -4.46
N -1.68 0.49 -3.50
O 0.07 -0.23 -4.65
H -1.60 -0.78 -6.18
H -3.02 -0.51 -5.11
H -1.13 0.89 -2.75
H -2.66 0.72 -3.60
O -0.14 1.55 -1.15
C 1.26 1.67 -0.98
C 1.99 0.41 -1.34
O 2.08 -0.47 -0.30
H -0.46 2.46 -1.11
H 1.58 2.47 -1.65
H 1.51 1.99 0.03
H 2.94 0.61 -1.83
H 1.40 0.05 -2.19
H 2.63 -0.06 0.36
O 1.17 -2.84 1.20
H 1.82 -3.01 0.52
H 1.69 -2.64 1.98
O -3.59 -0.33 1.74
H -2.74 -0.09 1.36
H -3.98 0.51 2.00
O -1.10 -0.51 0.58
H -0.61 -1.33 0.54
H -0.67 0.06 -0.05
*
```

Properties
SMILES string: NC(N)=O.NC(N)=O.OCCO.O.O.O
LUMO energy (eV): -0.123
E_HOMO (eV): -9.5909
Gap between HOMO and LUMO (eV): 9.47

Charges per atom according to Löwdin partitioning, unit e: atom 1 (N): 0.168, atom 2 (C): -0.740, atom 3 (N): 0.141, atom 4 (O): 0.006, atom 5 (H): 0.107, atom 6 (H): 0.093, atom 7 (H): 0.117, atom 8 (H): 0.102, atom 9 (N): 0.157, atom 10 (C): -0.811, atom 11 (N): 0.188, atom 12 (O): 0.001, atom 13 (H): 0.124, atom 14 (H): 0.116, atom 15 (H): 0.087, atom 16 (H): 0.124, atom 17 (O): -0.089, atom 18 (C): -0.220, atom 19 (C): -0.269, atom 20 (O): -0.040, atom 21 (H): 0.110, atom 22 (H): 0.126, atom 23 (H): 0.123, atom 24 (H): 0.129, atom 25 (H): 0.121, atom 26 (H): 0.094, atom 27 (O): -0.043, atom 28 (H): 0.034, atom 29 (H): 0.029, atom 30 (O): -0.067, atom 31 (H): -0.032, atom 32 (H): 0.023, atom 33 (O): -0.040, atom 34 (H): 0.031, atom 35 (H): 0.002

=====

2.
The following is a DFT calculation (ωB97M-V/def2-TZVPD) of a cluster of 2 separate species, C4H10O2 in total.

Structure (ORCA input):
```
! RIJCOSX wB97M-V def2-TZVPD def2/J DEFGRID3
* xyz 0 1
C -2.13 -0.63 -0.09
C -1.07 0.30 0.46
C 0.22 0.19 -0.28
O 0.28 -0.44 -1.34
C 1.50 0.96 0.05
O 2.48 0.23 -0.64
H -3.10 -0.41 0.36
H -2.21 -0.52 -1.18
H -1.88 -1.68 0.11
H -1.35 1.36 0.33
H -0.91 0.16 1.54
H 1.66 1.11 1.13
H 1.38 1.94 -0.41
H 1.82 -0.22 -1.32
H 1.33 -1.29 0.82
H 1.97 -1.06 0.47
*
```

Properties
SMILES string: CCC(=O)CO.[H][H]
LUMO energy (eV): 0.865
E_HOMO (eV): -10.1185
Gap between HOMO and LUMO (eV): 10.98
ΔE to the lowest compared entry with this formula, charge and spin (kcal/mol): 54.3

Charges per atom according to Löwdin partitioning, unit e: atom 1 (C): -0.091, atom 2 (C): -0.178, atom 3 (C): -0.432, atom 4 (O): 0.054, atom 5 (C): -0.251, atom 6 (O): -0.158, atom 7 (H): 0.074, atom 8 (H): 0.079, atom 9 (H): 0.084, atom 10 (H): 0.132, atom 11 (H): 0.125, atom 12 (H): 0.130, atom 13 (H): 0.132, atom 14 (H): 0.099, atom 15 (H): 0.101, atom 16 (H): 0.101

=====

3.
The following is a DFT calculation (ωB97M-V/def2-TZVPD) of the ion C21H21S with charge +1.

Structure (ORCA input):
```
! RIJCOSX wB97M-V def2-TZVPD def2/J DEFGRID3
* xyz 1 1
C 2.69 2.74 -2.60
C 1.29 2.67 -2.39
C 3.52 1.94 -1.77
C 0.74 1.92 -1.34
C 2.96 1.21 -0.72
C -1.78 0.37 0.73
C -0.61 2.02 2.03
C -2.98 0.98 1.05
C -1.82 2.62 2.36
C 0.56 -4.02 -0.86
C 0.75 -1.62 -1.24
C 0.45 -3.84 0.51
C 1.60 1.22 -0.49
C -0.58 0.88 1.25
C 0.74 -1.43 0.17
C -3.03 2.06 1.93
C 0.68 -2.94 -1.75
C 0.63 -2.55 1.03
S 0.98 0.19 0.84
C -4.32 2.76 2.29
C 0.81 -3.15 -3.22
C 0.51 -2.40 2.55
H 3.13 3.30 -3.41
H 0.61 3.13 -3.11
H 4.60 1.84 -1.94
H -0.35 1.90 -1.19
H 3.63 0.64 -0.05
H -1.80 -0.54 0.13
H 0.33 2.48 2.36
H -3.91 0.59 0.63
H -1.88 3.53 2.95
H 0.62 -5.01 -1.24
H 0.84 -0.79 -1.94
H 0.37 -4.73 1.19
H -5.14 2.04 2.54
H -4.62 3.35 1.41
H -4.20 3.44 3.13
H 0.79 -4.22 -3.43
H 1.74 -2.74 -3.59
H -0.02 -2.66 -3.69
H 1.50 -2.32 3.05
H -0.07 -1.55 2.89
H 0.05 -3.32 2.95
*
```

Properties
LUMO energy (eV): -2.880
E_HOMO (eV): -12.1414
Gap between HOMO and LUMO (eV): 9.26
ΔE to the lowest compared entry with this formula, charge and spin (kcal/mol): 0.0

Charges per atom according to Löwdin partitioning, unit e: atom 1 (C): -0.025, atom 2 (C): -0.045, atom 3 (C): -0.046, atom 4 (C): -0.065, atom 5 (C): -0.089, atom 6 (C): -0.051, atom 7 (C): -0.072, atom 8 (C): -0.017, atom 9 (C): -0.013, atom 10 (C): -0.007, atom 11 (C): -0.009, atom 12 (C): -0.017, atom 13 (C): -0.416, atom 14 (C): -0.448, atom 15 (C): -0.351, atom 16 (C): -0.248, atom 17 (C): -0.251, atom 18 (C): -0.247, atom 19 (S): 1.270, atom 20 (C): -0.034, atom 21 (C): -0.039, atom 22 (C): -0.042, atom 23 (H): 0.111, atom 24 (H): 0.116, atom 25 (H): 0.120, atom 26 (H): 0.120, atom 27 (H): 0.127, atom 28 (H): 0.123, atom 29 (H): 0.129, atom 30 (H): 0.127, atom 31 (H): 0.128, atom 32 (H): 0.108, atom 33 (H): 0.124, atom 34 (H): 0.144, atom 35 (H): 0.100, atom 36 (H): 0.095, atom 37 (H): 0.078, atom 38 (H): 0.091, atom 39 (H): 0.093, atom 40 (H): 0.081, atom 41 (H): 0.096, atom 42 (H): 0.066, atom 43 (H): 0.086

=====

4.
The following is a DFT calculation (ωB97M-V/def2-TZVPD) of the molecule C4H6O4.

Structure (ORCA input):
```
! RIJCOSX wB97M-V def2-TZVPD def2/J DEFGRID3
* xyz 0 1
O 1.78 -1.39 -0.75
C 1.00 -1.54 0.15
O 0.88 -2.69 0.83
C 0.06 -0.49 0.68
C -0.55 0.28 -0.51
C -0.80 1.72 -0.14
O -1.16 2.08 0.94
O -0.62 2.55 -1.18
H 1.56 -3.29 0.48
H 0.67 0.20 1.25
H -0.71 -1.01 1.24
H -1.53 -0.16 -0.73
H 0.08 0.27 -1.40
H -0.63 3.47 -0.87
*
```

Properties
SMILES string: O=C(O)CCC(=O)O
LUMO energy (eV): 0.623
E_HOMO (eV): -10.7082
Gap between HOMO and LUMO (eV): 11.33
ΔE to the lowest compared entry with this formula, charge and spin (kcal/mol): 0.0

Charges per atom according to Löwdin partitioning, unit e: atom 1 (O): 0.106, atom 2 (C): -0.537, atom 3 (O): 0.106, atom 4 (C): -0.070, atom 5 (C): -0.076, atom 6 (C): -0.538, atom 7 (O): 0.111, atom 8 (O): 0.111, atom 9 (H): 0.134, atom 10 (H): 0.138, atom 11 (H): 0.127, atom 12 (H): 0.140, atom 13 (H): 0.118, atom 14 (H): 0.130

=====

5.
The following is a DFT calculation (ωB97M-V/def2-TZVPD) of a structure of composition C25H33ClIrN6O5.

Structure (ORCA input):
```
! RIJCOSX wB97M-V def2-TZVPD def2/J DEFGRID3
* xyz 2 2
Ir -0.24 0.40 -0.63
O 0.77 -0.95 -1.78
N 2.06 -1.13 -1.70
N 2.57 -0.51 -0.75
O 1.82 0.21 0.06
C 4.00 -0.54 -0.52
C 4.81 -1.25 -1.40
C 6.17 -1.27 -1.15
C 6.70 -0.60 -0.05
C 5.86 0.09 0.81
C 4.50 0.13 0.59
H 4.39 -1.75 -2.26
H 6.82 -1.81 -1.83
H 7.76 -0.63 0.13
H 6.28 0.60 1.67
H 3.83 0.65 1.26
N -0.47 -1.23 0.90
C -1.81 -1.66 1.37
C -2.61 -0.45 1.83
C -3.06 0.50 0.72
N -1.94 1.35 0.21
H 0.06 -2.03 0.58
H 0.05 -0.85 1.68
H -1.72 -2.38 2.18
H -2.32 -2.17 0.55
H -2.04 0.11 2.57
H -3.51 -0.80 2.35
H -3.83 1.17 1.08
H -3.47 -0.06 -0.12
H -1.55 1.88 1.00
H -2.32 2.05 -0.43
C 2.23 3.06 0.77
C 1.15 2.55 1.66
O 0.33 1.68 1.27
C 1.02 3.07 3.02
C 1.87 4.09 3.48
C 1.73 4.58 4.77
C 0.75 4.07 5.60
C -0.10 3.06 5.16
C 0.03 2.56 3.88
H 2.26 2.53 -0.17
H 3.20 2.97 1.27
H 2.08 4.13 0.59
H 2.63 4.50 2.84
H 2.39 5.36 5.11
H 0.64 4.45 6.61
H -0.86 2.66 5.82
H -0.61 1.77 3.54
O -2.81 -6.48 -3.69
C -3.93 -5.76 -3.26
N -3.75 -4.32 -3.39
C -3.15 -3.61 -2.42
O -2.77 -4.07 -1.35
C -2.96 -2.13 -2.65
C -3.79 -1.30 -3.38
C -3.54 0.06 -3.38
C -2.48 0.56 -2.65
N -1.66 -0.25 -1.94
C -1.90 -1.57 -1.96
H -2.18 -6.53 -2.97
H -4.19 -5.97 -2.23
H -4.76 -6.04 -3.91
H -3.81 -3.92 -4.31
H -4.65 -1.70 -3.91
H -4.16 0.75 -3.94
H -2.27 1.61 -2.65
H -1.23 -2.21 -1.40
Cl 1.82 1.90 -2.65
C 0.20 1.94 -1.91
H -0.46 1.98 -2.78
H 0.14 2.90 -1.38
*
```

Properties
LUMO energy (spin up / spin down) (eV): -6.256 / -7.762
⟨S²⟩: 0.755
E_HOMO (spin up / spin down) (eV): -14.0827 / -14.0602
Gap between HOMO and LUMO (spin up / spin down) (eV): 7.83 / 6.30
ΔE to the lowest compared entry with this formula, charge and spin (kcal/mol): 16.3

Charges per atom according to Löwdin partitioning, unit e: atom 1 (Ir): 1.516, atom 2 (O): -0.269, atom 3 (N): 0.059, atom 4 (N): -0.187, atom 5 (O): -0.219, atom 6 (C): -0.159, atom 7 (C): 0.000, atom 8 (C): -0.042, atom 9 (C): -0.046, atom 10 (C): -0.047, atom 11 (C): -0.008, atom 12 (H): 0.119, atom 13 (H): 0.120, atom 14 (H): 0.119, atom 15 (H): 0.117, atom 16 (H): 0.103, atom 17 (N): -0.053, atom 18 (C): -0.197, atom 19 (C): -0.151, atom 20 (C): -0.173, atom 21 (N): -0.065, atom 22 (H): 0.109, atom 23 (H): 0.099, atom 24 (H): 0.134, atom 25 (H): 0.101, atom 26 (H): 0.109, atom 27 (H): 0.134, atom 28 (H): 0.136, atom 29 (H): 0.112, atom 30 (H): 0.097, atom 31 (H): 0.112, atom 32 (C): 0.002, atom 33 (C): -0.298, atom 34 (O): -0.130, atom 35 (C): -0.155, atom 36 (C): -0.003, atom 37 (C): -0.037, atom 38 (C): -0.031, atom 39 (C): -0.045, atom 40 (C): -0.011, atom 41 (H): 0.021, atom 42 (H): 0.104, atom 43 (H): 0.120, atom 44 (H): 0.117, atom 45 (H): 0.121, atom 46 (H): 0.122, atom 47 (H): 0.117, atom 48 (H): 0.095, atom 49 (O): -0.002, atom 50 (C): -0.226, atom 51 (N): 0.114, atom 52 (C): -0.438, atom 53 (O): 0.080, atom 54 (C): -0.065, atom 55 (C): 0.052, atom 56 (C): 0.012, atom 57 (C): -0.097, atom 58 (N): -0.092, atom 59 (C): -0.052, atom 60 (H): 0.099, atom 61 (H): 0.135, atom 62 (H): 0.137, atom 63 (H): 0.149, atom 64 (H): 0.139, atom 65 (H): 0.133, atom 66 (H): 0.110, atom 67 (H): 0.114, atom 68 (Cl): 0.605, atom 69 (C): -0.704, atom 70 (H): -0.012, atom 71 (H): 0.020

=====

6.
The following is a DFT calculation (ωB97M-V/def2-TZVPD) of a cluster of 5 separate species, C36H83N5O8 in total.

Structure (ORCA input):
```
! RIJCOSX wB97M-V def2-TZVPD def2/J DEFGRID3
* xyz 0 1
C 22.62 27.87 -10.94
C 21.60 28.75 -11.65
C 22.11 28.99 -13.10
C 20.36 27.76 -11.69
C 19.52 27.78 -10.36
C 19.01 29.19 -10.01
C 20.35 30.09 -9.90
C 19.62 31.50 -9.88
C 21.03 29.94 -8.55
N 21.18 30.10 -11.16
O 22.21 30.98 -11.24
H 22.89 26.92 -11.41
H 23.62 28.29 -10.82
H 22.33 27.52 -9.94
H 23.10 29.43 -13.11
H 22.29 28.12 -13.73
H 21.45 29.68 -13.62
H 19.61 28.08 -12.41
H 20.68 26.73 -11.86
H 18.75 27.08 -10.68
H 20.16 27.42 -9.56
H 18.58 29.03 -9.02
H 18.15 29.49 -10.59
H 19.01 31.85 -10.70
H 20.39 32.24 -9.66
H 18.98 31.69 -9.02
H 21.92 29.31 -8.63
H 20.39 29.31 -7.94
H 21.26 30.81 -7.94
H 21.90 31.77 -11.68
C 15.12 23.04 -21.70
C 13.98 22.18 -21.24
C 12.61 22.89 -21.55
C 14.23 20.77 -21.97
C 13.45 19.58 -21.37
C 13.53 19.45 -19.82
C 13.30 20.82 -19.09
C 11.80 21.21 -18.93
C 13.93 20.61 -17.70
N 14.09 21.91 -19.82
O 14.31 23.02 -19.08
H 15.21 23.12 -22.78
H 15.18 24.00 -21.19
H 16.11 22.60 -21.51
H 12.51 23.22 -22.59
H 11.74 22.27 -21.38
H 12.52 23.80 -20.96
H 14.06 20.98 -23.03
H 15.31 20.65 -22.00
H 12.39 19.70 -21.60
H 13.78 18.62 -21.76
H 14.54 19.11 -19.58
H 12.85 18.68 -19.44
H 11.76 22.28 -18.78
H 11.47 20.66 -18.05
H 11.23 20.91 -19.81
H 13.72 21.50 -17.11
H 15.02 20.56 -17.66
H 13.67 19.72 -17.13
H 15.19 23.27 -19.38
C 19.19 19.93 -11.90
O 19.20 19.11 -10.75
C 20.47 19.17 -10.15
C 20.54 18.06 -9.18
N 20.16 16.75 -9.83
C 20.36 15.65 -9.02
C 20.46 14.28 -9.69
O 21.55 14.10 -10.58
C 22.84 14.19 -9.98
H 19.50 20.96 -11.69
H 18.16 20.00 -12.23
H 19.71 19.63 -12.81
H 20.68 20.03 -9.53
H 21.24 18.99 -10.90
H 19.86 18.39 -8.40
H 21.57 17.96 -8.84
H 19.25 16.79 -10.27
H 19.50 15.66 -8.35
H 21.18 15.55 -8.32
H 19.58 14.21 -10.33
H 20.33 13.54 -8.90
H 23.38 15.01 -10.45
H 23.45 13.29 -10.13
H 22.80 14.34 -8.90
C 27.84 9.66 -12.48
O 27.88 8.27 -12.27
C 29.07 7.71 -11.74
C 28.80 6.19 -11.43
N 28.11 5.54 -12.53
C 29.17 5.03 -13.47
C 28.55 4.84 -14.83
O 28.60 6.09 -15.54
C 27.48 6.32 -16.41
H 28.60 9.86 -13.23
H 28.12 10.19 -11.57
H 26.85 10.05 -12.75
H 29.30 8.18 -10.78
H 29.98 7.94 -12.30
H 28.11 6.19 -10.58
H 29.45 5.44 -10.99
H 27.82 6.27 -13.17
H 29.39 4.15 -12.87
H 30.12 5.56 -13.57
H 27.49 4.63 -14.97
H 29.25 4.22 -15.39
H 27.78 7.11 -17.10
H 26.60 6.55 -15.82
H 27.19 5.46 -17.02
C 22.31 12.10 -4.49
O 22.61 11.39 -5.66
C 22.70 10.08 -5.33
C 23.34 9.28 -6.48
N 23.33 7.83 -6.27
C 23.72 6.96 -7.39
C 24.45 5.68 -6.89
O 25.67 5.98 -6.18
C 26.58 4.91 -6.02
H 21.60 11.71 -3.76
H 21.82 13.03 -4.80
H 23.21 12.33 -3.91
H 21.69 9.68 -5.23
H 23.17 9.93 -4.35
H 24.33 9.62 -6.78
H 22.72 9.48 -7.35
H 24.01 7.54 -5.57
H 24.25 7.43 -8.21
H 22.84 6.59 -7.91
H 24.71 5.07 -7.75
H 23.84 5.06 -6.23
H 26.35 4.27 -5.17
H 27.64 5.15 -5.90
H 26.58 4.27 -6.90
*
```

Properties
SMILES string: CC1(C)CCCC(C)(C)N1O.CC1(C)CCCC(C)(C)N1O.COCCNCCOC.COCCNCCOC.COCCNCCOC
LUMO energy (eV): 0.699
E_HOMO (eV): -7.6153
Gap between HOMO and LUMO (eV): 8.31
ΔE to the lowest compared entry with this formula, charge and spin (kcal/mol): 116.6

Atom charges from the Löwdin analysis, given in e for atoms 1 to 99: atom 1 (C): -0.065, atom 2 (C): -0.457, atom 3 (C): -0.049, atom 4 (C): -0.129, atom 5 (C): -0.194, atom 6 (C): -0.128, atom 7 (C): -0.419, atom 8 (C): -0.071, atom 9 (C): -0.030, atom 10 (N): -0.130, atom 11 (O): -0.003, atom 12 (H): 0.083, atom 13 (H): 0.083, atom 14 (H): 0.066, atom 15 (H): 0.071, atom 16 (H): 0.080, atom 17 (H): 0.081, atom 18 (H): 0.113, atom 19 (H): 0.111, atom 20 (H): 0.105, atom 21 (H): 0.098, atom 22 (H): 0.106, atom 23 (H): 0.114, atom 24 (H): 0.078, atom 25 (H): 0.065, atom 26 (H): 0.078, atom 27 (H): 0.071, atom 28 (H): 0.077, atom 29 (H): 0.084, atom 30 (H): 0.112, atom 31 (C): -0.066, atom 32 (C): -0.489, atom 33 (C): -0.019, atom 34 (C): -0.106, atom 35 (C): -0.163, atom 36 (C): -0.131, atom 37 (C): -0.445, atom 38 (C): -0.025, atom 39 (C): -0.062, atom 40 (N): -0.158, atom 41 (O): -0.015, atom 42 (H): 0.094, atom 43 (H): 0.084, atom 44 (H): 0.087, atom 45 (H): 0.074, atom 46 (H): 0.059, atom 47 (H): 0.081, atom 48 (H): 0.109, atom 49 (H): 0.103, atom 50 (H): 0.098, atom 51 (H): 0.103, atom 52 (H): 0.109, atom 53 (H): 0.117, atom 54 (H): 0.084, atom 55 (H): 0.080, atom 56 (H): 0.066, atom 57 (H): 0.076, atom 58 (H): 0.082, atom 59 (H): 0.085, atom 60 (H): 0.092, atom 61 (C): -0.123, atom 62 (O): -0.164, atom 63 (C): -0.277, atom 64 (C): -0.185, atom 65 (N): -0.041, atom 66 (C): -0.295, atom 67 (C): -0.227, atom 68 (O): -0.170, atom 69 (C): -0.099, atom 70 (H): 0.086, atom 71 (H): 0.085, atom 72 (H): 0.088, atom 73 (H): 0.126, atom 74 (H): 0.127, atom 75 (H): 0.118, atom 76 (H): 0.126, atom 77 (H): 0.121, atom 78 (H): 0.120, atom 79 (H): 0.109, atom 80 (H): 0.117, atom 81 (H): 0.119, atom 82 (H): 0.085, atom 83 (H): 0.079, atom 84 (H): 0.076, atom 85 (C): -0.096, atom 86 (O): -0.210, atom 87 (C): -0.193, atom 88 (C): -0.205, atom 89 (N): -0.057, atom 90 (C): -0.201, atom 91 (C): -0.200, atom 92 (O): -0.223, atom 93 (C): -0.105, atom 94 (H): 0.088, atom 95 (H): 0.081, atom 96 (H): 0.090, atom 97 (H): 0.109, atom 98 (H): 0.114, atom 99 (H): 0.101